Density functional theory data (ωB97M-V/def2-TZVPD) for a structure of composition C4H3N3O in a non-equilibrium geometry.

The geometry in ORCA input format:
```
! wB97M-V def2-TZVPD RIJCOSX def2/J DEFGRID3
* xyz 0 1
C 2.17 -0.72 0.98
C 0.02 0.17 0.09
C -1.05 1.28 -0.11
C -1.60 -0.39 -1.08
H 3.42 -0.38 0.61
H -1.08 2.25 0.39
H -2.17 -0.96 -1.94
N 1.21 0.33 0.59
N -2.04 0.94 -0.69
N -0.49 -0.94 -0.66
O 1.61 -1.59 1.83
*
```

Properties
* E_LUMO: -1.512 eV
* F_max: 8.5 eV/A
* energy: -393.5827 hartree
* HOMO level: -10.24 eV
* HOMO-LUMO gap: 8.7 eV